DFT (wB97M-V/def2-TZVPD) results for a structure of composition C41H30F10IN3OPRu in a non-equilibrium geometry.

The calculation puts the total energy at -3552.21334 a.u. Its largest force on an atom is 1.3 eV Å⁻¹. Its spin multiplicity is 6. As for the expectation value of S²: 8.851.

Structure (XYZ):
```
88
Properties=species:S:1:pos:R:3:mulliken_charge:R:1
Ru 0.75362 0.98483 0.46182 1.194
C 0.25480 4.13383 2.29609 -1.513
N -0.14132 2.74771 2.06005 0.902
C -0.07160 1.97489 3.30199 -1.100
C 1.33642 1.47270 3.50396 -1.251
N 1.67029 0.53316 2.43144 1.424
C 2.79803 -0.23917 2.58817 -0.809
C 2.98877 -1.35898 1.75392 -0.073
F 2.04841 -1.62184 0.82577 0.568
C 4.05279 -2.22365 1.83482 -0.440
F 4.13470 -3.26347 1.00083 -0.288
C 5.02782 -2.03083 2.79355 0.588
F 6.07226 -2.85940 2.88662 -0.322
C 4.89883 -0.95501 3.63906 -0.023
F 5.83371 -0.73428 4.56904 -0.312
C 3.83405 -0.07720 3.52928 0.419
F 3.86916 0.98441 4.36299 -0.371
C -1.45682 2.67436 1.43268 -1.354
C -1.41593 3.19749 0.01757 -0.429
N -0.34497 2.55241 -0.74820 0.790
C -0.37558 2.67243 -2.10351 -1.414
C 0.80668 2.57237 -2.84435 0.003
F 1.97584 2.42457 -2.18666 -0.383
C 0.90410 2.62364 -4.21540 0.132
F 2.08212 2.45497 -4.82147 -0.377
C -0.25016 2.89098 -4.98299 0.535
F -0.14219 2.98685 -6.30846 -0.329
C -1.42547 3.07526 -4.36482 -0.801
F -2.52896 3.33852 -5.08148 -0.388
C -1.67674 2.84678 -2.92070 2.207
F -2.39337 3.97755 -2.46153 -0.504
H -0.52052 4.66199 2.86689 0.267
H 0.41323 4.65994 1.35578 0.402
H 1.18197 4.16524 2.86464 0.362
H -0.73293 1.11519 3.20999 0.133
H -0.39930 2.56904 4.16501 0.406
H 1.39052 0.98191 4.47954 0.503
H 2.02586 2.32320 3.53434 0.356
H -2.21485 3.22852 2.00667 0.433
H -1.75570 1.62164 1.40818 -0.085
H -1.25770 4.28154 0.01909 0.630
H -2.40153 3.03521 -0.40316 0.451
I -0.29577 -1.79692 2.94555 0.119
C -1.62448 -3.30476 2.33191 0.510
C -2.04580 -4.10047 3.36210 -0.694
C -2.90351 -5.19305 3.13852 -0.821
C -3.30007 -5.47157 1.87173 -0.927
C -2.87239 -4.67619 0.78018 0.759
C -3.30228 -5.04475 -0.51217 -0.782
C -2.94633 -4.31454 -1.60173 -1.275
C -2.14697 -3.17780 -1.42601 -0.285
C -1.67433 -2.77533 -0.19767 0.426
P -0.68162 -1.19416 -0.38324 1.695
C -1.95313 -0.16379 -1.19212 1.016
C -3.06201 0.14591 -0.35392 -1.644
C -4.03167 1.07888 -0.78176 -0.639
C -3.84845 1.79558 -1.91850 -1.355
C -2.66811 1.57314 -2.81038 0.300
C -1.83711 0.39952 -2.41576 -0.723
C 0.55428 -1.69962 -1.63419 0.583
C 1.20592 -0.70336 -2.36523 0.742
C 2.33912 -0.98981 -3.11187 -0.859
C 2.85944 -2.27397 -3.09738 -0.841
C 2.23494 -3.26773 -2.35416 -0.709
C 1.08906 -2.98688 -1.62621 -1.143
C -2.02390 -3.53308 0.97409 0.150
H -1.70738 -3.89262 4.36773 0.386
H -3.22386 -5.80232 3.97487 0.395
H -3.95438 -6.31090 1.66641 0.363
H -3.91927 -5.93065 -0.61307 0.388
H -3.27699 -4.59341 -2.59362 0.446
H -1.90145 -2.59056 -2.30152 0.349
H -3.17762 -0.36222 0.59851 0.450
H -4.90178 1.26011 -0.16131 0.395
H -4.55994 2.55528 -2.21508 0.403
H -3.04073 1.42705 -3.82896 0.852
H -1.06011 0.09752 -3.10667 0.735
H 0.81811 0.30528 -2.34071 -0.747
H 2.82220 -0.20285 -3.67899 0.449
H 3.76506 -2.49759 -3.64809 0.386
H 2.65689 -4.26509 -2.32264 0.422
H 0.62713 -3.76561 -1.03100 0.444
C 2.97030 3.09910 0.41425 -1.722
C 2.59631 1.66909 0.17529 1.324
O 3.31472 0.77861 -0.16102 -0.465
H 3.67140 3.40387 -0.36283 0.470
H 3.46965 3.15021 1.38518 0.370
H 2.09857 3.74315 0.40451 0.165
```